(1)
Computed, not measured: the molecule C4H8N2O, with ωB97M-V with the def2-TZVPD basis set.

Geometry as XYZ:
```
15
Properties=species:S:1:pos:R:3:lowdin_charge:R:1
O 2.843 -0.441 0.039 0.0701
C 1.646 -0.269 0.086 -0.5528
N 0.723 -1.290 0.141 0.0587
C -0.652 -1.035 -0.279 -0.1972
C -1.202 0.150 0.511 -0.1800
C -0.310 1.358 0.209 -0.2109
N 1.090 1.032 -0.122 0.0402
H 1.124 -2.177 -0.127 0.1377
H -0.686 -0.719 -1.376 0.1354
H -1.233 -1.962 -0.131 0.1219
H -1.208 -0.026 1.591 0.1121
H -2.231 0.342 0.186 0.1098
H -0.289 2.072 1.028 0.1049
H -0.705 1.904 -0.660 0.1154
H 1.066 0.980 -1.161 0.1347
```

Output
* charge: 0
* HOMO energy: -9.72 eV
* LUMO: 0.70 eV
* ΔE to the lowest compared entry with this formula, charge and spin: 22.3 kcal per mole
* structure (SMILES): O=C1NCCCN1
* F_max: 1.7 eV/A
* orbital gap: 10.4 eV

=====

(2)
Computed, not measured: the molecule C7H11Cl3N2O2, with ωB97M-V with the def2-TZVPD basis set.

Geometry as XYZ:
```
25
Properties=species:S:1:pos:R:3:lowdin_charge:R:1
C -0.148 0.536 2.377 -0.0961
C 0.442 -0.400 1.344 -0.6794
Cl -0.016 -2.118 1.632 0.6508
C 1.991 -0.195 1.285 -0.2157
O 2.396 -0.577 0.021 -0.1475
C 1.718 -0.010 -1.155 -0.1564
C 0.332 -0.424 -1.245 -0.8886
C -0.345 0.104 -2.456 -0.0798
Cl 0.174 -2.215 -1.414 0.6736
N -0.292 0.094 -0.098 -0.0411
N -1.686 -0.222 -0.139 -0.0658
C -2.576 0.780 0.064 -0.9129
O -2.355 1.899 0.301 0.0914
Cl -4.141 0.043 -0.374 0.6633
H -1.223 0.687 2.243 0.0621
H 0.238 1.623 2.298 0.1247
H 0.102 0.019 3.309 0.0807
H 2.189 0.817 1.585 0.1113
H 2.424 -0.930 2.054 0.1541
H 2.466 -0.282 -1.919 0.1564
H 1.795 1.044 -0.993 0.1337
H -0.032 -0.278 -3.385 0.0675
H 0.041 1.109 -2.436 0.0891
H -1.501 0.042 -2.393 0.1247
H -1.994 -1.148 -0.503 0.1001
```

Output
* charge: 0
* HOMO energy: -10.01 eV
* LUMO: 0.58 eV
* ΔE to the lowest compared entry with this formula, charge and spin: 26.9 kcal per mole
* structure (SMILES): C[C@]1(Cl)COC[C@@](C)(Cl)N1NC(=O)Cl
* F_max: 4.5 eV/A
* orbital gap: 10.6 eV

=====

(3)
Computed, not measured: the molecule C5H7NO, with ωB97M-V with the def2-TZVPD basis set.

Geometry as XYZ:
```
14
Properties=species:S:1:pos:R:3:lowdin_charge:R:1
C -1.856 0.218 0.101 -0.0535
C -0.422 0.222 -0.403 -0.2851
C 0.588 1.084 0.313 -0.0590
C 1.722 0.394 0.442 -0.1060
N 1.570 -0.920 -0.036 0.0892
C 0.257 -1.147 -0.422 -0.4396
O -0.214 -2.217 -0.740 0.0787
H -2.254 1.238 0.124 0.0781
H -1.919 -0.202 1.109 0.0876
H -2.483 -0.385 -0.562 0.0822
H -0.424 0.507 -1.469 0.1614
H 0.408 2.093 0.658 0.1048
H 2.654 0.687 0.912 0.1143
H 2.316 -1.496 -0.388 0.1470
```

Output
* charge: 0
* HOMO energy: -8.68 eV
* LUMO: 0.89 eV
* ΔE to the lowest compared entry with this formula, charge and spin: 5.2 kcal per mole
* structure (SMILES): C[C@H]1C=CNC1=O
* F_max: 0.4 eV/A
* orbital gap: 9.6 eV

=====

(4)
Computed, not measured: a structure of composition C18H25BF4MnN4O, with ωB97M-V with the def2-TZVPD basis set.

Geometry as XYZ:
```
54
Properties=species:S:1:pos:R:3:lowdin_charge:R:1
Mn 0.591 0.351 0.011 1.0839
C -0.919 1.137 2.625 -0.0343
N 0.127 0.226 2.117 -0.2319
C 1.426 0.521 2.794 -0.0321
C -0.243 -1.179 2.321 -0.2040
C -0.306 -1.746 3.580 -0.0158
C -0.536 -3.106 3.704 -0.0605
C -0.666 -3.876 2.555 -0.0529
C -0.620 -3.296 1.296 -0.0097
C -0.461 -1.919 1.174 -0.1941
N -0.453 -1.188 -0.033 -0.0092
C -0.828 -1.716 -1.285 -0.2003
C -1.723 -2.759 -1.487 -0.0169
C -1.933 -3.247 -2.770 -0.0533
C -1.269 -2.698 -3.861 -0.0612
C -0.437 -1.606 -3.666 -0.0147
C -0.250 -1.116 -2.387 -0.2012
N 0.453 0.145 -2.123 -0.2263
C 1.780 0.224 -2.788 -0.0287
C -0.408 1.257 -2.622 -0.0330
H -1.095 0.933 3.682 0.1036
H -1.839 0.989 2.067 0.1052
H -0.588 2.168 2.515 0.0884
H 1.309 0.482 3.877 0.1026
H 1.763 1.516 2.516 0.0932
H 2.172 -0.209 2.495 0.1014
H -0.147 -1.142 4.466 0.1199
H -0.587 -3.561 4.684 0.1127
H -0.800 -4.948 2.635 0.1154
H -0.704 -3.915 0.412 0.1080
H -2.246 -3.194 -0.645 0.1135
H -2.622 -4.069 -2.914 0.1152
H -1.412 -3.100 -4.856 0.1125
H 0.046 -1.136 -4.517 0.1194
H 1.659 0.248 -3.871 0.0993
H 2.382 -0.634 -2.506 0.1113
H 2.286 1.133 -2.478 0.0862
H -0.548 1.141 -3.696 0.1049
H 0.079 2.210 -2.424 0.0938
H -1.371 1.227 -2.127 0.1006
F 3.945 1.040 1.308 0.2174
B 3.369 0.781 0.115 -1.1178
F 4.085 1.031 -0.999 0.2189
F 2.691 -0.484 0.080 0.0955
F 2.073 1.684 0.034 -0.0811
C -1.874 4.196 0.126 0.0322
C -0.620 3.376 0.093 -0.5334
N 0.549 4.019 0.132 0.2230
O -0.690 2.136 0.007 -0.0877
H -1.711 5.193 0.531 0.0909
H -2.629 3.673 0.711 0.0969
H -2.252 4.289 -0.895 0.1045
H 0.589 5.021 0.203 0.1277
H 1.412 3.498 0.088 0.1022
```

Output
* charge: +1
* HOMO energy (alpha / beta): -10.60 / -10.86 eV
* LUMO (alpha / beta): -4.61 / -3.14 eV
* ΔE to the lowest compared entry with this formula, charge and spin: 0.0 kcal per mole
* F_max: 1.0 eV/A
* orbital gap (alpha / beta): 6.0 / 7.7 eV
* spin multiplicity: 5

=====

(5)
Computed, not measured: a structure of composition Ca2HgI, with ωB97M-V with the def2-TZVPD basis set.

Geometry as XYZ:
```
4
Properties=species:S:1:pos:R:3:lowdin_charge:R:1
Hg 0.616 -16.197 -13.467 1.2615
Ca -5.694 -15.895 -8.603 1.9099
Ca -0.870 -21.445 -10.878 1.8694
I -2.016 -17.346 -10.414 -0.0408
```

Output
* charge: +5
* HOMO energy: -25.69 eV
* LUMO: -21.35 eV
* ΔE to the lowest compared entry with this formula, charge and spin: 8.1 kcal per mole
* F_max: 1.2 eV/A
* orbital gap: 4.3 eV

=====

(6)
Computed, not measured: a structure of composition C18H21BF6N5O5S2Ti, with ωB97M-V with the def2-TZVPD basis set.

Geometry as XYZ:
```
59
Properties=species:S:1:pos:R:3:lowdin_charge:R:1
Ti -0.882 0.310 -1.020 1.0491
B -0.781 -1.966 1.949 -0.4303
N -1.998 -1.884 0.987 -0.0741
C -3.043 -2.711 1.071 -0.0992
C -4.107 -2.169 0.370 -0.0551
C -3.604 -0.973 -0.132 -0.1386
N -2.336 -0.800 0.251 -0.0316
N 0.529 -1.442 1.293 -0.0639
C 1.746 -1.708 1.785 -0.0970
C 2.639 -0.760 1.322 -0.0480
C 1.858 0.082 0.533 -0.1377
N 0.594 -0.340 0.516 -0.0215
H -1.026 -1.292 2.925 0.0641
H -0.620 -3.132 2.236 0.0694
H -2.960 -3.620 1.644 0.1138
H -5.089 -2.584 0.229 0.0851
H -4.064 -0.254 -0.785 0.0868
H 1.880 -2.534 2.464 0.1166
H 3.690 -0.677 1.536 0.0918
H 2.134 0.966 -0.016 0.1025
C 0.743 -3.642 -1.856 0.0132
C 0.017 -2.478 -2.464 -0.4308
C 0.038 -2.310 -3.951 0.0083
O -0.550 -1.685 -1.740 -0.0243
H 0.647 -4.540 -2.466 0.0841
H 0.392 -3.810 -0.840 0.0880
H 1.804 -3.375 -1.818 0.1005
H -0.474 -3.159 -4.410 0.0937
H 1.072 -2.326 -4.301 0.0999
H -0.436 -1.374 -4.230 0.0842
F -2.414 0.453 -2.156 -0.4471
C -3.753 2.497 -2.119 -0.0856
F -4.869 1.802 -2.166 0.0297
F -3.483 2.563 -0.842 0.0249
S -0.076 3.361 -1.571 0.7442
O -0.110 2.007 -0.722 -0.6134
O 0.601 4.344 -0.730 -0.4734
N 1.061 2.961 -2.745 -0.3882
S 1.068 1.622 -3.465 0.5512
O 0.052 0.660 -3.005 -0.4147
O 1.213 1.678 -4.891 -0.2883
C 2.675 0.765 -2.965 -0.6308
F 2.426 -0.462 -2.459 0.0974
F 3.349 1.450 -2.041 0.1186
F 3.485 0.595 -4.015 0.1161
C -1.355 2.143 2.311 0.0898
C -0.064 2.143 2.860 -0.3099
C 0.933 3.025 2.372 -0.0381
C 2.203 3.016 2.910 -0.0901
C 2.532 2.140 3.943 -0.1083
C 1.569 1.261 4.433 -0.1059
C 0.294 1.257 3.907 -0.0573
H -1.607 2.827 1.513 0.0548
H -2.104 1.439 2.649 0.0607
H 0.697 3.683 1.545 0.0854
H 2.952 3.690 2.511 0.1013
H 3.534 2.134 4.355 0.0894
H 1.823 0.568 5.227 0.0951
H -0.447 0.561 4.277 0.0935
```

Output
* charge: -1
* HOMO energy (alpha / beta): -4.53 / -5.91 eV
* LUMO (alpha / beta): 2.42 / 2.20 eV
* ΔE to the lowest compared entry with this formula, charge and spin: 5.9 kcal per mole
* F_max: 0.9 eV/A
* orbital gap (alpha / beta): 7.0 / 8.1 eV
* spin multiplicity: 3